*A*
DFT (ωB97M-V/def2-TZVPD) results for 2 unconnected molecules or ions with the total composition C3H6NO2.

```
! wB97M-V def2-TZVPD RIJCOSX def2/J DEFGRID3
* xyz -1 1
C -1.0320 1.3093 -0.7938
C -1.0353 0.0446 1.1345
N -1.7199 0.7855 0.3789
H -1.0524 2.4029 -0.7561
H -0.0041 0.9522 -0.8636
H -1.5641 1.0084 -1.6951
H -1.5353 -0.3655 2.0136
H 0.0340 -0.1574 1.0158
O 1.1578 -1.1160 -0.9877
C 1.9746 -1.4827 -0.1198
O 2.3678 -0.8668 0.8970
H 2.4090 -2.5144 -0.2238
*
```

Properties
- Gap between HOMO and LUMO: 8.575 eV
- HOMO level: -4.169 eV

Löwdin population analysis, charges in e, atoms 1 to 5:
1 C -0.17
2 C -0.08
3 N -0.10
4 H 0.06
5 H 0.05

***

*B*
DFT (ωB97M-V/def2-TZVPD) results for a gas-phase ion, C3H6NO2 (charge -1).

```
! wB97M-V def2-TZVPD RIJCOSX def2/J DEFGRID3
* xyz -1 1
C 0.1988 1.1336 1.4560
C -0.9078 0.6344 0.3956
O -1.9919 1.2884 0.2621
N -0.4397 -0.4455 -0.2681
C 1.1725 -0.9679 -0.4938
O 1.6162 -1.6707 -1.5665
H 0.8240 2.0251 1.0506
H 0.8477 0.1889 1.6859
H -0.2538 1.3338 2.4179
H -1.0668 -0.5237 -1.0895
H 1.7714 0.0296 -0.3273
H 1.1802 -1.6769 0.4274
*
```

Properties
- Gap between HOMO and LUMO: 7.566 eV
- SMILES: CC(=O)NC[O-]
- HOMO level: -3.426 eV

Löwdin population analysis, charges in e, atoms 1 to 5:
1 C -0.06
2 C -0.57
3 O -0.10
4 N 0.04
5 C -0.43

***

*C*
DFT (ωB97M-V/def2-TZVPD) results for a gas-phase ion, C3H6NO2 (charge -1).

```
! wB97M-V def2-TZVPD RIJCOSX def2/J DEFGRID3
* xyz -1 1
O -1.2870 -0.5556 2.6682
C -1.1391 -0.2610 1.5011
C 0.1484 -0.5006 0.7501
N -0.1796 -0.3349 -0.7077
C 0.6540 0.7695 -1.3466
O 1.9469 0.7214 -1.0666
H -1.9908 0.1570 0.9275
H 0.4711 -1.5359 0.7910
H 0.7807 0.3374 1.0525
H 0.0220 -1.1882 -1.2037
H 0.2498 1.7520 -0.9523
H 0.3235 0.6390 -2.4137
*
```

Properties
- Gap between HOMO and LUMO: 6.680 eV
- SMILES: O=CCNC[O-]
- HOMO level: -2.655 eV

Löwdin population analysis, charges in e, atoms 1 to 5:
1 O -0.02
2 C -0.28
3 C -0.19
4 N -0.10
5 C -0.60

***

*D*
DFT (ωB97M-V/def2-TZVPD) results for 2 unconnected molecules or ions with the total composition C3H6NO2.

```
! wB97M-V def2-TZVPD RIJCOSX def2/J DEFGRID3
* xyz -1 1
C -0.9141 -1.0285 0.3969
C 1.4021 0.4018 0.6148
C 0.5325 -0.8886 0.1751
N -1.8456 0.5670 -1.2648
O -2.9053 0.3109 -1.8107
O -1.4269 1.7210 -1.1615
H -1.1193 -0.5616 1.4013
H 1.9882 0.3677 1.5386
H 0.6904 1.1887 0.7886
H 2.0714 0.5833 -0.1539
H 1.0147 -1.8497 0.4390
H 0.5119 -0.8121 -0.9635
*
```

Properties
- Gap between HOMO and LUMO (alpha / beta): 7.215 / 7.216 eV
- HOMO level (alpha / beta): -3.010 / -3.011 eV

Löwdin population analysis, charges in e, atoms 1 to 5:
1 C 0.00
2 C -0.12
3 C -0.41
4 N -0.40
5 O -0.15

***

Name the least stable of them. *D*.

***

*A*
DFT (ωB97M-V/def2-TZVPD) results for a gas-phase ion, C3H6NO2 (charge -1).

```
! wB97M-V def2-TZVPD RIJCOSX def2/J DEFGRID3
* xyz -1 1
O 1.1816 -1.3845 -2.1607
C 0.5513 -0.9774 -1.2135
N 1.0703 -0.3855 -0.1063
C 0.1554 -0.0182 0.8975
C -0.9170 0.9985 0.4088
O -1.4534 1.7720 1.3782
H -0.4633 -1.3446 -1.1667
H 1.8759 0.1062 -0.4151
H 0.5380 0.2152 1.8913
H -0.3757 -1.1011 1.0710
H -1.7467 0.4454 -0.1692
H -0.4164 1.6739 -0.4155
*
```

Properties
- Gap between HOMO and LUMO: 6.461 eV
- SMILES: O=CNCC[O-]
- HOMO level: -2.462 eV

Löwdin population analysis, charges in e, atoms 1 to 5:
1 O -0.02
2 C -0.41
3 N -0.02
4 C -0.25
5 C -0.56

***

*B*
DFT (ωB97M-V/def2-TZVPD) results for 2 unconnected molecules or ions with the total composition C3H6NO2.

```
! wB97M-V def2-TZVPD RIJCOSX def2/J DEFGRID3
* xyz -1 1
C 2.3124 1.5437 0.3271
C 1.7616 0.7651 -0.6464
N 2.1636 -0.5813 -0.8419
H 2.7093 1.1343 1.3154
H 2.6318 2.5651 0.1141
H 0.8104 1.1043 -1.1907
H 1.8159 -1.1886 -0.0765
H 1.5970 -0.8774 -1.6473
O -3.0007 -1.2093 0.7046
C -2.2934 -0.2453 0.3596
O -1.0659 -0.2657 0.1691
H -2.8601 0.7505 0.1476
*
```

Properties
- Gap between HOMO and LUMO: 8.219 eV
- HOMO level: -4.061 eV

Löwdin population analysis, charges in e, atoms 1 to 5:
1 C -0.07
2 C -0.33
3 N -0.01
4 H 0.05
5 H 0.02

***

Name the least stable of them. *A*.